Density functional theory data (the ωB97M-V functional and the def2-TZVPD basis) for a molecular structure, C21H23N6O6PRhS.

CARTESIAN COORDINATES (ANGSTROEM)
Rh -1.097 0.110 0.537
O -2.031 1.235 2.138
N -2.736 2.328 1.915
C -3.233 2.969 2.998
C -3.982 4.100 2.861
C -4.231 4.592 1.574
C -3.717 3.930 0.490
C -2.945 2.769 0.649
S -2.245 1.910 -0.650
H -2.978 2.500 3.936
H -4.367 4.592 3.742
H -4.821 5.487 1.436
H -3.883 4.281 -0.519
N -2.483 -3.788 1.649
C -2.248 -3.451 2.966
C -1.827 -2.160 2.952
N -1.801 -1.713 1.665
C -2.201 -2.703 0.898
C -2.289 -2.497 -0.526
N -2.093 -1.292 -1.003
C -2.163 -1.379 -2.361
C -2.417 -2.667 -2.710
N -2.502 -3.370 -1.532
H -2.820 -4.676 1.325
H -2.393 -4.153 3.768
H -1.521 -1.528 3.768
H -1.993 -0.525 -2.995
H -2.523 -3.144 -3.669
H -2.595 -4.367 -1.460
C 2.491 0.959 3.635
P 1.857 0.793 1.952
C 3.166 0.008 0.997
C 1.651 2.478 1.350
O 0.575 0.003 2.016
H 3.420 1.532 3.649
H 2.680 -0.033 4.045
H 1.745 1.461 4.250
H 4.143 0.309 1.378
H 3.089 0.273 -0.062
H 3.062 -1.074 1.088
H 2.629 2.950 1.227
H 1.059 3.053 2.065
H 1.151 2.443 0.387
O 0.370 -1.727 -0.646
C 0.890 -0.713 -1.189
O 0.588 0.461 -0.682
C 1.833 -0.742 -2.271
C 2.390 -1.979 -2.690
C 3.356 -2.030 -3.653
C 3.813 -0.835 -4.255
C 3.252 0.404 -3.871
C 2.290 0.445 -2.901
N 4.826 -0.878 -5.223
O 5.297 -1.991 -5.545
O 5.219 0.197 -5.726
H 2.038 -2.888 -2.217
H 3.796 -2.964 -3.972
H 3.599 1.299 -4.368
H 1.858 1.395 -2.610

Calculated values
charge: 0
multiplicity: 6
E_LUMO (alpha / beta): -0.234 / -1.926 eV
frontier orbital gap (alpha / beta): 3.84 / 5.68 eV

Density functional theory data (the ωB97M-V functional and the def2-TZVPD basis) for C21H23NO6 in the gas phase.

CARTESIAN COORDINATES (ANGSTROEM)
C 4.586 -1.181 -2.174
C 3.774 -1.375 -3.195
C 2.275 -1.239 -3.158
N 1.753 -0.980 -1.835
C 1.565 0.302 -1.440
C 1.089 0.630 -0.214
C 0.820 -0.389 0.765
C 0.412 -0.081 2.037
C 0.103 1.247 2.442
O -0.092 1.616 3.587
C -0.125 2.245 1.258
C 0.917 2.047 0.165
O 1.629 2.935 -0.241
C -0.198 3.691 1.721
H 0.734 3.957 2.210
H -0.352 4.344 0.865
H -1.019 3.805 2.424
O -1.444 1.831 0.818
C -1.766 1.876 -0.460
O -0.987 2.083 -1.358
C -3.247 1.628 -0.663
H -3.715 2.614 -0.731
C -3.885 0.858 0.490
C -3.810 1.679 1.770
O -4.079 2.850 1.834
O -3.447 0.919 2.796
C -3.261 1.549 4.062
H -3.767 2.516 4.075
H -2.190 1.685 4.229
H -3.678 0.886 4.817
H -4.939 0.680 0.265
H -3.390 -0.098 0.658
H -3.385 1.117 -1.617
H 0.354 -0.851 2.791
C 1.100 -1.720 0.322
C 1.537 -1.998 -0.933
C 1.819 -3.382 -1.393
C 0.792 -4.126 -2.211
C 1.099 -4.561 -0.813
H 1.659 -5.471 -0.668
H 0.345 -4.390 -0.061
H -0.157 -3.643 -2.388
H 1.134 -4.736 -3.034
H 2.855 -3.534 -1.675
H 0.959 -2.526 1.024
H 1.781 1.080 -2.156
H 1.983 -0.408 -3.809
H 1.817 -2.148 -3.560
H 4.161 -1.643 -4.169
H 5.652 -1.285 -2.276
H 4.229 -0.906 -1.194

Calculated values
charge: 0
SMILES: C=CCN1C=C2C(=O)[C@@](C)(OC(=O)CCC(=O)OC)C(=O)C=C2C=C1C1CC1
E_LUMO: 0.031 eV
frontier orbital gap: 7.66 eV

Density functional theory data (the ωB97M-V functional and the def2-TZVPD basis) for 4 unconnected molecules or ions with the total composition C21H23O16P2S2.

CARTESIAN COORDINATES (ANGSTROEM)
C 1.677 -0.775 1.796
C 1.375 0.150 0.644
O 0.086 0.796 0.697
C -0.088 1.619 1.779
S -1.819 2.249 1.624
S -2.630 1.934 3.494
P -2.788 1.037 0.124
P -3.012 -1.040 0.750
O -3.728 -1.583 -0.394
O -3.830 -1.170 2.111
O -1.588 -1.682 1.011
H 2.695 -1.128 1.664
H 1.037 -1.650 1.788
H 1.652 -0.290 2.768
H 2.157 0.894 0.508
H 1.349 -0.430 -0.270
H -0.023 1.136 2.752
H 0.527 2.517 1.722
H -3.265 3.105 3.654
H -4.100 1.465 0.387
H -3.301 -1.072 2.909
H -1.494 -2.082 1.879
C 2.032 -0.912 -5.646
C 2.535 -0.657 -4.432
C 1.941 0.380 -3.518
O 2.456 0.520 -2.419
C 0.804 1.143 -3.981
C 0.296 0.896 -5.199
C 0.876 -0.163 -6.107
O 0.336 -0.325 -7.182
O -0.737 1.541 -5.701
O 3.586 -1.296 -3.935
H 2.453 -1.658 -6.306
H 0.395 1.897 -3.323
H -0.895 1.163 -6.589
H 3.749 -0.917 -3.051
C -2.002 4.764 8.736
C -2.322 4.218 7.559
C -2.706 5.052 6.366
O -2.967 4.468 5.318
C -2.751 6.483 6.505
C -2.434 7.043 7.686
C -2.026 6.212 8.880
O -1.740 6.803 9.898
O -2.450 8.339 7.899
O -2.323 2.905 7.345
H -1.722 4.174 9.597
H -3.042 7.069 5.645
H -2.180 8.479 8.828
H -2.590 2.787 6.419
C 3.224 -6.014 -6.339
C 2.264 -6.948 -6.270
C 1.294 -7.015 -5.117
O 0.447 -7.885 -5.149
C 1.428 -6.046 -4.043
C 2.389 -5.117 -4.112
C 3.344 -5.036 -5.277
O 4.168 -4.142 -5.256
O 2.582 -4.194 -3.179
O 2.083 -7.877 -7.192
H 3.921 -5.956 -7.163
H 0.736 -6.111 -3.215
H 3.337 -3.648 -3.481
H 1.324 -8.416 -6.897

Calculated values
charge: +1
E_LUMO: -4.213 eV
frontier orbital gap: 6.81 eV

Density functional theory data (the ωB97M-V functional and the def2-TZVPD basis) for a molecular structure, C21H24AlBr2Cl2N3OSi.

CARTESIAN COORDINATES (ANGSTROEM)
Al 0.057 -0.523 0.054
Br -6.053 1.726 3.719
C -4.298 1.400 3.132
C -3.290 1.156 4.058
C -2.005 0.896 3.625
C -1.709 0.867 2.261
C -2.732 1.115 1.345
C -4.015 1.388 1.771
N -0.411 0.591 1.763
C 0.637 0.891 2.441
C 1.935 0.654 1.833
C 3.145 0.901 2.454
C 4.314 0.684 1.731
C 4.226 0.258 0.415
C 2.973 0.014 -0.130
N 1.856 0.199 0.569
H -3.516 1.158 5.115
H -1.249 0.671 4.368
H -2.509 1.109 0.285
H -4.800 1.592 1.056
H 0.585 1.378 3.409
H 3.171 1.254 3.476
H 5.279 0.848 2.190
H 5.114 0.103 -0.181
H 2.849 -0.353 -1.140
Cl 0.114 3.271 -0.224
C -0.655 2.578 -1.646
Cl -0.455 0.792 -1.701
H -0.179 2.963 -2.540
H -1.717 2.796 -1.630
Br -4.504 -3.346 -1.695
C -3.401 -2.913 -0.234
C -3.597 -3.484 1.017
C -2.726 -3.142 2.039
C -1.714 -2.236 1.791
N -1.546 -1.665 0.593
C -2.364 -2.016 -0.408
H -4.406 -4.184 1.173
H -2.830 -3.577 3.023
H -1.013 -1.964 2.570
H -2.174 -1.582 -1.382
C 3.020 -3.386 -1.132
Si 1.253 -3.099 -1.703
C 1.201 -2.617 -3.515
C 0.117 -4.540 -1.315
O 0.665 -1.780 -0.856
H 3.336 -4.393 -1.414
H 3.131 -3.298 -0.049
H 3.715 -2.692 -1.610
H 1.591 -3.432 -4.130
H 1.813 -1.735 -3.719
H 0.183 -2.412 -3.854
H 0.525 -5.462 -1.735
H -0.875 -4.397 -1.752
H 0.002 -4.691 -0.239

Calculated values
charge: +2
E_LUMO: -7.500 eV
frontier orbital gap: 6.71 eV

Density functional theory data (the ωB97M-V functional and the def2-TZVPD basis) for a molecular structure, C21H24ClDyNOP.

CARTESIAN COORDINATES (ANGSTROEM)
Dy 0.129 0.685 2.147
Cl 0.135 1.589 4.195
P 0.120 0.634 -0.308
C -1.234 -0.170 -1.087
C -1.060 -0.898 -2.259
C -2.172 -1.465 -2.895
C -3.450 -1.301 -2.358
C -3.617 -0.586 -1.170
C -2.509 -0.032 -0.532
C -0.132 2.439 -0.535
C 0.726 3.326 0.125
C 0.567 4.702 -0.044
C -0.440 5.189 -0.872
C -1.290 4.301 -1.534
C -1.140 2.926 -1.367
C 1.688 0.290 -1.052
C 2.759 -0.199 -0.305
C 3.991 -0.432 -0.918
C 4.153 -0.161 -2.278
C 3.088 0.359 -3.017
C 1.852 0.594 -2.397
H 1.524 2.941 0.771
H 1.233 5.389 0.478
H -0.565 6.263 -1.005
H -2.077 4.682 -2.185
H -1.811 2.237 -1.875
H -0.071 -1.046 -2.677
H -2.034 -2.040 -3.808
H -4.311 -1.741 -2.857
H -4.609 -0.468 -0.737
H -2.628 0.508 0.412
H 2.629 -0.381 0.767
H 4.826 -0.816 -0.333
H 5.112 -0.340 -2.760
H 3.217 0.593 -4.071
H 1.039 1.028 -2.973
H 0.003 -5.890 -4.153
H 0.752 -5.857 -4.121
C -1.367 -1.275 3.965
N -0.234 -2.207 4.029
C -0.317 -3.279 5.020
C 0.840 -2.176 3.252
O 1.092 -1.186 2.413
H -2.292 -1.831 3.771
H -1.257 -0.554 3.116
H -1.458 -0.724 4.913
H -0.280 -4.254 4.505
H 0.542 -3.196 5.708
H -1.243 -3.217 5.607
H 1.582 -2.953 3.291

Calculated values
charge: +2
multiplicity: 6
E_LUMO (alpha / beta): -7.185 / -7.203 eV
frontier orbital gap (alpha / beta): 7.42 / 7.42 eV

Density functional theory data (the ωB97M-V functional and the def2-TZVPD basis) for a molecular structure, C21H24ClN5ORh.

CARTESIAN COORDINATES (ANGSTROEM)
Rh -0.385 -0.179 -1.098
O 3.540 0.907 -0.920
C 2.345 0.773 -1.124
N 1.606 -0.334 -0.906
C 2.062 -1.153 0.207
C 0.931 -1.277 1.199
C 0.996 -2.120 2.310
C -0.134 -2.360 3.097
C -1.187 -1.590 2.674
C -1.272 -0.802 1.662
N -0.201 -0.600 0.876
C 1.527 1.991 -1.500
C 2.137 3.160 -1.920
C 1.364 4.298 -2.067
C 0.011 4.236 -1.760
C -0.522 3.029 -1.349
N 0.213 1.921 -1.233
H 2.914 -0.659 0.686
H 2.415 -2.145 -0.089
H 1.916 -2.653 2.510
H -0.144 -3.096 3.889
H -3.154 -2.605 4.374
H -4.190 -3.384 3.022
H 3.204 3.148 -2.092
H 1.809 5.228 -2.395
H -0.623 5.108 -1.831
H -1.571 2.949 -1.091
N -0.569 -0.053 -3.188
C -1.873 0.562 -3.533
C -2.942 -0.007 -2.618
N -2.495 0.129 -1.211
H 0.191 0.463 -3.622
H -0.515 -1.010 -3.529
H -2.137 0.391 -4.577
H -1.773 1.638 -3.386
H -3.073 -1.069 -2.816
H -3.896 0.492 -2.791
H -2.983 -0.526 -0.605
H -2.721 1.053 -0.856
Cl -3.104 -2.613 2.974
C -3.205 -2.919 0.995
C -4.047 -3.875 0.671
C -4.385 -4.396 -0.652
C -3.771 -4.276 -1.842
C -2.532 -3.652 -2.319
C -1.621 -2.882 -1.746
C -0.659 -2.189 -1.213
H -4.626 -4.333 1.487
H -5.294 -4.987 -0.664
H -4.283 -4.790 -2.647
H -2.325 -3.896 -3.359
H 0.134 -2.786 -0.763
H -2.550 -2.378 0.346

Calculated values
charge: +1
E_LUMO (alpha / beta): -3.804 / -3.804 eV
frontier orbital gap (alpha / beta): 6.80 / 6.80 eV

Density functional theory data (the ωB97M-V functional and the def2-TZVPD basis) for a molecular structure, C21H24CrIN4O.

CARTESIAN COORDINATES (ANGSTROEM)
Cr 0.040 -0.173 -0.199
C -2.634 -1.777 -0.510
N -2.225 -0.416 -0.053
C -3.112 0.549 -0.718
C -2.347 -0.334 1.411
C -3.621 -0.335 1.970
C -3.830 -0.220 3.333
C -2.728 -0.072 4.162
C -1.458 -0.063 3.622
C -1.216 -0.236 2.248
N 0.074 -0.125 1.727
C 1.150 -0.926 2.097
C 1.238 -1.637 3.301
C 2.378 -2.338 3.656
C 3.491 -2.345 2.832
C 3.414 -1.671 1.622
C 2.268 -1.000 1.235
N 2.232 -0.352 -0.091
C 3.158 0.797 -0.127
C 2.662 -1.282 -1.169
H -3.701 -1.912 -0.312
H -1.991 -2.491 -0.013
H -2.430 -1.853 -1.577
H -4.160 0.241 -0.675
H -2.830 0.612 -1.771
H -3.032 1.529 -0.249
H -4.477 -0.435 1.315
H -4.835 -0.228 3.733
H -2.857 0.061 5.229
H -0.604 0.115 4.261
H 0.385 -1.654 3.962
H 2.392 -2.877 4.595
H 4.392 -2.874 3.109
H 4.259 -1.698 0.944
H 4.198 0.459 -0.108
H 3.011 1.441 0.736
H 2.994 1.365 -1.043
H 3.740 -1.460 -1.110
H 2.433 -0.818 -2.128
H 2.097 -2.200 -1.071
I 1.911 5.007 2.262
C 0.706 4.154 0.799
C -0.077 4.932 -0.037
C -0.862 4.290 -0.980
C -0.820 2.909 -1.062
N -0.059 2.162 -0.260
C 0.677 2.775 0.666
H -0.078 6.010 0.050
H -1.498 4.852 -1.651
H -1.394 2.384 -1.811
H 1.209 2.135 1.356
O 0.075 -1.820 -0.460

Calculated values
charge: 0
multiplicity: 4
E_LUMO (alpha / beta): 0.006 / -0.072 eV
frontier orbital gap (alpha / beta): 6.41 / 6.93 eV

Density functional theory data (the ωB97M-V functional and the def2-TZVPD basis) for 2 unconnected molecules or ions with the total composition C21H24F3NO2S.

CARTESIAN COORDINATES (ANGSTROEM)
C -2.261 1.542 -5.024
C -2.412 1.292 -3.540
C -2.494 2.322 -2.595
C -2.503 2.052 -1.228
C -2.490 0.709 -0.717
C -2.376 0.479 0.687
S -3.099 -0.848 1.528
C -4.123 -0.222 3.016
F -4.558 -1.258 3.768
F -3.417 0.604 3.826
F -5.197 0.453 2.533
O -4.024 -1.556 0.670
O -2.061 -1.600 2.230
C -2.504 -0.322 -1.712
C -2.459 -0.024 -3.064
H -2.224 0.585 -5.558
H -3.081 2.124 -5.466
H -1.335 2.101 -5.222
H -2.560 3.349 -2.958
H -2.546 2.867 -0.505
H -1.957 1.233 1.367
H -2.532 -1.372 -1.420
H -2.467 -0.825 -3.806
C 3.726 2.449 1.149
C 2.996 2.060 2.433
C 1.632 1.421 2.161
N 1.688 0.394 1.121
C 0.856 -0.650 1.197
C 1.254 -1.960 0.754
C 2.605 -2.300 0.428
C 2.909 -3.531 -0.143
C 1.895 -4.490 -0.302
C 0.586 -4.208 0.117
C 0.269 -2.970 0.639
C 2.398 0.740 -0.130
C 3.800 1.295 0.150
H 3.210 3.291 0.670
H 4.737 2.794 1.384
H 3.610 1.371 3.029
H 2.849 2.953 3.050
H 1.258 0.950 3.081
H 0.912 2.198 1.858
H -0.052 -0.535 1.810
H 3.397 -1.585 0.658
H 3.937 -3.742 -0.452
H 2.137 -5.461 -0.729
H -0.179 -4.978 0.008
H -0.739 -2.725 0.969
H 2.474 -0.132 -0.794
H 1.815 1.529 -0.648
H 4.241 1.643 -0.795
H 4.460 0.494 0.518

Calculated values
charge: 0
E_LUMO: -1.887 eV
frontier orbital gap: 4.22 eV

| no. | energy (Eh) |
| --- | --- |
| 1 | -2443.95953 |
| 2 | -1320.18927 |
| 3 | -3496.73024 |
| 4 | -7654.18373 |
| 5 | -2630.64412 |
| 6 | -1733.80853 |
| 7 | -2451.01196 |
| 8 | -1717.52322 |